(1)
Density functional theory data (ωB97M-V/def2-TZVPD) for C4H4S in the gas phase in a non-equilibrium geometry.

Geometry as XYZ:
```
9
Properties=species:S:1:pos:R:3
C 0.110 -0.700 -1.447
C 0.006 0.387 -0.600
C -0.061 0.118 2.074
C -0.078 0.626 0.874
S 0.210 -2.318 -0.998
H 0.105 -0.479 -2.502
H -0.050 1.332 -1.127
H -0.046 -0.682 2.767
H -0.197 1.716 0.959
```

Calculated values
Total charge: 0
Max |F|, Eh/bohr: 0.0251
Orbital gap (alpha / beta), eV: 8.53 / 6.32
E_HOMO (alpha / beta), eV: -8.73 / -8.56
Energy relative to the best compared isomer or geometry (same formula, charge and spin), kcal per mole: 109.61

(2)
Density functional theory data (ωB97M-V/def2-TZVPD) for C4H4S in the gas phase in a non-equilibrium geometry.

Geometry as XYZ:
```
9
Properties=species:S:1:pos:R:3
C -0.951 2.084 0.743
C -0.354 1.033 0.736
C 0.552 -0.068 0.504
C -0.251 -1.258 0.512
S 0.489 -0.643 -1.173
H -1.761 2.679 1.185
H 1.353 0.351 1.158
H -0.056 -2.472 0.874
H -1.332 -1.016 0.591
```

Calculated values
Total charge: 0
Max |F|, Eh/bohr: 0.0940
Orbital gap, eV: 9.83
E_HOMO, eV: -9.09
Energy relative to the best compared isomer or geometry (same formula, charge and spin), kcal per mole: 94.11
SMILES: C#C[C@H]1CS1

(3)
Density functional theory data (ωB97M-V/def2-TZVPD) for C4H4S in the gas phase in a non-equilibrium geometry.

Geometry as XYZ:
```
9
Properties=species:S:1:pos:R:3
C -1.387 1.033 0.003
C -0.860 -0.189 -0.019
C 0.534 -0.515 -0.139
C 1.679 -1.093 -0.004
S 2.203 0.610 0.045
H -2.368 1.317 0.092
H -0.687 1.953 -0.197
H -1.364 -1.178 -0.021
H 2.250 -1.937 0.240
```

Calculated values
Total charge: 0
Max |F|, Eh/bohr: 0.0841
Orbital gap, eV: 8.01
E_HOMO, eV: -7.74
Energy relative to the best compared isomer or geometry (same formula, charge and spin), kcal per mole: 77.19
SMILES: C=CC1=CS1

Q: Which value of energy relative to the best compared isomer or geometry (same formula, charge and spin) does entry 3 give?
A: 77.19 kcal per mole